Molecular formula: C42H63BFO33
Method: DFT, ωB97M-V with the def2-TZVPD basis set

Geometry (Å):
C 2.84654 3.04710 -2.27797
C 1.46043 2.61247 -3.10505
C 0.47066 3.80482 -3.71399
C 1.05157 1.20726 -3.38060
C 0.82478 0.04359 -2.20071
C -0.01018 0.72009 -0.96478
C -0.17464 -0.21790 0.36810
C -0.11752 0.82983 1.67098
C 1.03162 -1.29885 0.61750
C 0.50882 -2.83628 0.27122
B 1.04743 -3.41824 -1.16889
O 2.46909 -3.26380 -1.54089
C 2.94974 -4.68250 -1.45056
O 4.01222 -5.07905 -2.38764
C 1.61887 -5.49028 -2.00134
F 1.47205 -5.06179 -3.41138
O 0.46586 -4.79338 -1.35068
H 3.35540 2.10959 -1.78163
H 3.61582 3.55306 -3.03354
H 2.59252 3.83143 -1.42570
H -0.66799 3.60622 -3.43615
H 0.58303 3.76959 -4.89562
H 0.85377 4.85476 -3.36429
H 0.92946 0.91075 -4.52833
H 1.89844 -0.33680 -1.93385
H 0.12939 -0.77409 -2.69236
H 0.37767 1.79914 -0.64689
H -1.11572 0.90820 -1.37457
H -1.24495 -0.73158 0.45214
H -0.33399 0.28154 2.68253
H 1.01602 1.19816 1.71521
H -0.78280 1.78886 1.48812
H 2.05797 -1.02613 0.12637
H 1.23007 -1.30488 1.79524
H -0.65600 -2.96140 0.39275
H 0.99902 -3.52648 1.11136
H 0.45291 -2.82278 -2.00287
H 3.20101 -5.03267 -0.35509
H 4.84902 -4.57377 -2.16099
H 1.47307 -6.61825 -1.71879
C 4.47564 -6.89127 2.69480
C 3.66760 -7.20819 3.91120
O 2.60958 -6.27050 3.85246
C 2.47964 -5.90011 2.54495
O 1.55682 -5.23406 2.10624
O 3.51608 -6.37296 1.79283
H 4.96278 -7.77623 2.27626
H 5.23338 -6.12380 2.88430
H 3.24666 -8.21876 3.88191
H 4.24109 -7.08867 4.83450
C -2.09793 7.46123 -3.00438
C -2.08174 7.95470 -1.59398
O -1.84019 6.78111 -0.84135
C -1.22026 5.89551 -1.67506
O -0.71641 4.84548 -1.31278
O -1.23694 6.33865 -2.96612
H -1.72864 8.20908 -3.71147
H -3.09330 7.13262 -3.32113
H -1.27031 8.66659 -1.40938
H -3.03048 8.41385 -1.30286
C 2.58817 -11.46603 6.22128
C 1.78320 -12.13414 5.15421
O 2.19775 -11.47477 3.97290
C 3.43984 -10.96424 4.21835
O 4.16619 -10.48016 3.36642
O 3.76310 -11.06703 5.54062
H 2.82877 -12.14215 7.04627
H 2.09299 -10.57591 6.62324
H 2.01319 -13.20096 5.06315
H 0.70727 -12.01439 5.30815
C -4.90468 11.09169 1.20157
C -6.33703 10.72287 0.98869
O -6.35924 10.26283 -0.34922
C -5.09101 9.85734 -0.65060
O -4.78462 9.24881 -1.66228
O -4.21120 10.22066 0.32788
H -4.58462 10.93887 2.23590
H -4.69163 12.12603 0.91203
H -6.66200 9.91065 1.64747
H -7.00973 11.57532 1.11702
C -2.33580 -1.05846 5.39649
C -0.99567 -1.53215 5.85766
O -0.57247 -0.50654 6.73580
C -1.69820 0.12503 7.18022
O -1.71640 0.94787 8.08038
O -2.80030 -0.28496 6.48686
H -3.02057 -1.88506 5.18801
H -2.27095 -0.41777 4.51084
H -1.05379 -2.47320 6.41476
H -0.28946 -1.65131 5.03139
C -0.80096 4.50443 -8.88394
C 0.53917 4.03074 -8.42277
O 0.96237 5.05635 -7.54463
C -0.16336 5.68792 -7.10021
O -0.18156 6.51076 -6.20006
O -1.26546 5.27793 -7.79358
H -1.48572 3.67783 -9.09242
H -0.73610 5.14512 -9.76960
H 0.48105 3.08969 -7.86567
H 1.24538 3.91158 -9.24904
C -0.84871 -3.67154 9.60114
C 0.05893 -4.85735 9.54602
O -0.76653 -5.87440 9.01090
C -1.76175 -5.25207 8.31382
O -2.55339 -5.82489 7.58386
O -1.75470 -3.90576 8.53940
H -0.31303 -2.72987 9.45302
H -1.41030 -3.61793 10.53967
H 0.90951 -4.70196 8.87396
H 0.43334 -5.14104 10.53344
C 5.12137 0.44750 -6.87792
C 4.31333 0.13057 -5.66153
O 3.25531 1.06826 -5.72027
C 3.12537 1.43866 -7.02778
O 2.20255 2.10471 -7.46648
O 4.16181 0.96581 -7.77990
H 5.60851 -0.43746 -7.29646
H 5.87911 1.21496 -6.68843
H 3.89239 -0.88000 -5.69081
H 4.88682 0.25009 -4.73823
C -9.53922 7.54227 4.03478
C -10.10270 8.92452 4.10455
O -9.06166 9.67035 4.70628
C -7.89930 8.99686 4.46337
O -6.78604 9.43986 4.69158
O -8.14530 7.76410 3.93116
H -9.90849 6.98523 3.16934
H -9.73844 6.96307 4.94248
H -10.30987 9.34209 3.11358
H -11.01330 8.97270 4.70799
C 3.63602 -4.77355 -5.78046
C 4.11188 -6.18442 -5.90693
O 4.36491 -6.31956 -7.29251
C 4.58964 -5.06407 -7.77923
O 5.00453 -4.82428 -8.90086
O 4.29059 -4.11266 -6.84710
H 3.90971 -4.32619 -4.82098
H 2.55365 -4.68314 -5.91968
H 5.04281 -6.36245 -5.35832
H 3.36117 -6.90790 -5.57729

Results
Kohn-Sham gap: 4.9 eV
LUMO: 1.299 eV
net charge: -1
highest occupied orbital energy: -3.634 eV